(1)
Below is C26H39BCdN7S3 as an isolated structure at a distorted geometry, with properties calculated with ωB97M-V with the def2-TZVPD basis set.

Structure (XYZ):
```
77
Properties=species:S:1:pos:R:3:forces:R:3:lowdin_charge:R:1
Cd -0.954 -0.820 -0.353 1.01 0.48 0.07 1.06
C -0.281 4.069 -3.094 0.03 0.66 -0.85 -0.09
C 1.035 3.312 -3.436 -0.26 0.86 0.72 -0.53
C 1.946 4.364 -4.067 1.66 -1.25 -0.62 -0.06
C 0.825 2.175 -4.429 -0.98 -1.04 -0.77 -0.04
N 1.648 2.831 -2.137 -0.05 -1.27 0.65 0.00
C 2.997 2.812 -1.840 1.21 0.23 -0.44 -0.04
C 3.186 2.133 -0.688 -0.24 -0.15 1.26 -0.03
N 1.928 1.746 -0.188 0.11 0.54 -2.23 0.03
B 1.795 1.152 1.237 0.22 0.05 -0.67 -0.58
N 2.401 -0.303 1.244 0.27 -1.25 0.46 0.05
C 3.198 -0.777 2.307 -0.63 -0.20 -0.44 -0.04
C 3.528 -2.072 2.085 0.03 0.73 0.18 -0.04
N 3.005 -2.423 0.855 -0.69 0.58 0.07 0.00
C 2.307 -1.338 0.358 0.59 -0.68 1.03 -0.71
S 1.533 -1.404 -1.148 -1.31 0.47 -0.44 0.59
C 3.170 -3.779 0.230 1.50 -0.30 -0.46 -0.59
C 1.906 -4.606 0.220 -0.83 -0.17 1.33 -0.05
C 3.728 -3.639 -1.178 -0.50 -0.74 -1.19 -0.08
C 4.253 -4.527 1.018 -1.42 -0.81 1.36 -0.06
N 0.336 1.485 1.685 -1.83 0.78 0.85 0.03
C -0.177 2.824 1.657 0.00 -1.16 0.28 -0.06
C -1.450 2.804 2.123 1.50 -1.17 0.42 -0.02
N -1.697 1.494 2.582 -0.84 1.71 -0.30 0.00
C -0.670 0.715 2.197 0.87 0.55 0.34 -0.76
S -0.661 -0.991 2.310 0.15 -0.70 -1.08 0.60
C -2.973 1.138 3.313 -0.62 -1.58 -0.28 -0.51
C -3.884 0.401 2.248 0.81 0.20 1.32 -0.04
C -2.652 0.256 4.559 0.98 -0.04 -0.54 -0.05
C -3.762 2.337 3.861 2.02 1.10 -0.77 -0.05
C 1.020 2.082 -1.147 0.58 0.33 -0.36 -0.67
S -0.631 1.669 -1.317 -0.82 -0.82 0.53 0.58
H -0.338 4.976 -3.777 -0.06 -0.98 1.12 0.10
H -0.294 4.349 -2.032 -0.10 0.20 -0.46 0.07
H -1.152 3.459 -3.308 -0.06 0.00 0.15 0.04
H 1.391 4.944 -4.770 -0.39 0.10 -0.68 0.07
H 2.780 3.855 -4.622 -0.60 0.57 0.45 0.10
H 2.396 5.090 -3.413 0.01 0.13 0.72 0.09
H 0.452 1.224 -3.957 0.34 1.05 -0.26 0.07
H 1.732 1.920 -5.018 -0.44 0.27 0.50 0.09
H 0.020 2.487 -5.165 0.98 -0.28 0.74 0.11
H 3.763 3.284 -2.477 -0.75 -0.35 0.47 0.13
H 4.058 1.886 -0.052 -0.57 0.51 -0.90 0.14
H 2.535 1.791 1.911 0.15 0.10 0.38 0.12
H 3.440 -0.182 3.164 -0.07 0.29 0.06 0.12
H 4.102 -2.735 2.723 -0.20 0.29 -0.38 0.12
H 1.213 -4.193 -0.530 0.12 -0.53 0.27 0.05
H 1.457 -4.469 1.244 0.07 -0.36 -0.94 0.10
H 2.123 -5.713 0.100 -0.27 1.46 -0.17 0.11
H 2.891 -3.460 -1.875 0.67 0.31 0.20 0.03
H 4.066 -4.670 -1.468 0.29 1.07 0.21 0.11
H 4.507 -2.850 -1.279 -0.43 -0.78 0.03 0.11
H 3.886 -4.655 2.072 0.66 0.10 -0.71 0.10
H 5.177 -3.999 0.969 0.79 0.33 0.21 0.08
H 4.403 -5.560 0.658 -0.18 0.65 -0.19 0.10
H 0.397 3.686 1.347 0.05 -0.35 -0.21 0.13
H -2.183 3.569 2.153 -0.20 0.45 0.26 0.11
H -3.347 -0.514 1.955 -0.55 0.19 -0.03 0.03
H -4.057 1.052 1.392 0.07 0.04 -0.05 0.08
H -4.845 0.202 2.738 0.22 -0.28 -0.30 0.09
H -2.052 -0.661 4.312 -0.52 1.10 0.33 0.02
H -3.582 -0.095 4.987 -0.27 0.10 0.15 0.08
H -2.126 0.907 5.303 -0.33 -0.75 -0.53 0.10
H -3.897 3.054 3.047 -0.57 -0.02 0.14 0.07
H -3.186 2.889 4.635 -0.40 -0.49 -0.29 0.10
H -4.706 2.011 4.252 -0.38 -0.19 0.14 0.09
C -5.284 -3.102 -1.749 -1.08 -0.52 0.80 -0.04
C -5.258 -1.734 -1.624 1.45 -0.11 -0.03 -0.03
C -4.048 -1.126 -1.331 -0.83 0.83 -0.82 -0.16
N -2.921 -1.773 -1.139 1.16 -0.91 0.41 -0.06
C -2.961 -3.116 -1.203 0.41 -0.77 -0.17 -0.13
C -4.131 -3.814 -1.489 1.05 -0.23 -0.03 -0.04
H -6.234 -3.621 -1.890 0.33 0.11 -0.32 0.13
H -6.053 -1.076 -1.815 -1.24 0.38 -0.18 0.10
H -4.012 -0.049 -1.424 0.23 0.17 0.48 0.11
H -2.008 -3.687 -1.087 -0.86 0.75 0.09 0.12
H -4.069 -4.903 -1.531 -0.23 0.38 -0.03 0.12
```
Positions in Å, forces in eV/Å.

Calculated values
Net charge: +1
Relative energy (zero: lowest compared OMol25 entry of this formula, charge and spin): 0.0000 eV
Molar mass: 669.07 g mol⁻¹
HOMO-LUMO gap: 7.78 eV
Total energy: -75771.3779 eV

(2)
Below is C59H45BrN7O4Pt as an isolated structure at a distorted geometry, with properties calculated with ωB97M-V with the def2-TZVPD basis set.

Structure (XYZ):
```
117
Properties=species:S:1:pos:R:3:forces:R:3:lowdin_charge:R:1
Pt 0.705 0.106 0.072 0.92 0.48 -0.35 1.27
C 0.577 -9.167 -1.439 -0.01 0.01 -0.02 -0.07
O 1.661 -8.413 -1.956 -0.01 0.00 0.04 -0.07
C 1.682 -7.084 -1.705 0.03 -0.04 -0.03 -0.28
C 0.682 -6.393 -1.028 -0.05 0.03 0.02 0.00
C 0.807 -5.024 -0.826 0.06 -0.09 -0.01 0.00
C 1.920 -4.336 -1.287 0.52 0.14 -0.31 -0.22
C 2.915 -5.037 -1.966 0.04 -0.07 0.01 -0.03
C 2.801 -6.397 -2.175 -0.01 0.06 -0.01 0.01
C 1.973 -2.861 -1.054 -0.26 0.26 0.26 -0.07
C 1.317 -2.043 -1.973 -0.22 -0.33 -0.05 -0.22
C 1.050 -2.407 -3.334 -0.11 0.05 0.02 0.03
C 0.170 -1.504 -3.825 0.02 0.02 0.03 0.03
C -0.121 -0.572 -2.772 -0.14 -0.41 0.08 -0.24
N 0.648 -0.892 -1.679 0.11 0.23 -0.21 -0.07
C -1.185 0.321 -2.782 -0.01 -0.08 0.24 -0.07
C -1.422 1.243 -1.768 -0.07 -0.23 -0.08 -0.24
C -2.563 2.107 -1.735 -0.04 0.03 0.16 0.01
C -2.547 2.743 -0.541 0.00 -0.05 -0.05 0.02
C -1.387 2.291 0.167 -0.04 -0.17 0.00 -0.24
C -1.075 2.665 1.466 0.00 -0.28 -0.01 -0.07
C -2.137 3.328 2.282 0.25 0.39 -0.16 -0.23
C -2.176 4.706 2.487 -0.05 0.04 -0.01 -0.03
C -3.152 5.273 3.282 0.03 -0.02 -0.01 0.01
C -4.106 4.464 3.899 -0.02 0.05 -0.01 -0.28
O -5.009 5.107 4.675 0.01 -0.03 0.02 -0.07
C -5.943 4.318 5.394 -0.01 0.00 -0.03 -0.07
C -4.086 3.089 3.687 -0.01 -0.05 -0.01 0.00
C -3.104 2.532 2.877 -0.02 0.09 0.04 0.00
C 0.065 2.232 2.134 -0.23 -0.05 0.13 -0.22
N 0.849 1.172 1.778 0.30 0.14 0.02 -0.08
C 1.674 0.897 2.840 -0.36 -0.07 0.15 -0.24
C 2.416 -0.265 3.018 -0.06 -0.08 -0.05 -0.08
C 2.808 -0.627 4.414 0.24 0.16 -0.11 -0.23
C 4.016 -0.226 4.980 0.04 -0.03 0.02 -0.02
C 4.343 -0.586 6.273 -0.02 0.02 -0.02 0.01
C 3.458 -1.357 7.028 0.01 0.01 0.04 -0.28
O 3.865 -1.662 8.282 0.01 -0.03 -0.02 -0.07
C 3.037 -2.515 9.056 -0.02 0.03 0.00 -0.07
C 2.245 -1.756 6.475 -0.03 0.00 -0.02 0.00
C 1.931 -1.389 5.172 0.07 0.04 0.06 -0.01
C 2.615 -1.215 2.025 -0.10 0.09 0.10 -0.23
C 3.304 -2.455 2.236 0.02 -0.09 -0.11 0.04
C 3.149 -3.194 1.114 0.01 0.07 0.07 0.04
C 2.393 -2.405 0.185 -0.17 -0.08 0.06 -0.22
N 2.122 -1.178 0.746 0.06 -0.29 0.08 -0.07
C 1.465 1.891 3.855 0.00 0.05 -0.05 0.04
C 0.475 2.707 3.424 0.06 -0.10 0.03 0.04
N -0.689 1.406 -0.622 -0.17 0.23 0.02 -0.06
C -2.291 0.060 -3.753 0.22 0.32 -0.21 -0.23
C -3.241 -0.895 -3.421 -0.03 0.04 -0.09 0.00
C -4.324 -1.146 -4.255 0.00 -0.01 0.01 0.00
C -4.453 -0.436 -5.446 -0.02 0.00 -0.03 -0.28
O -5.471 -0.592 -6.324 0.01 -0.01 0.02 -0.07
C -6.497 -1.513 -5.989 0.01 -0.01 -0.01 -0.07
C -3.489 0.509 -5.796 0.03 0.02 0.02 0.01
C -2.425 0.756 -4.951 -0.01 0.00 -0.06 -0.02
H 0.782 -10.202 -1.695 0.00 0.00 0.00 0.09
H -0.368 -8.862 -1.895 0.00 0.00 0.01 0.10
H 0.509 -9.068 -0.354 0.00 -0.01 0.00 0.10
H -0.198 -6.899 -0.658 0.01 -0.02 0.00 0.11
H 0.027 -4.490 -0.296 0.00 0.02 -0.01 0.12
H 3.792 -4.516 -2.331 -0.02 0.03 0.01 0.12
H 3.568 -6.948 -2.701 -0.01 -0.02 0.01 0.12
H 1.490 -3.250 -3.840 -0.04 -0.05 0.04 0.12
H -0.263 -1.464 -4.811 -0.04 0.00 0.02 0.13
H -3.268 2.220 -2.541 -0.03 -0.03 0.02 0.13
H -3.238 3.481 -0.167 -0.02 -0.02 0.01 0.13
H -1.437 5.344 2.017 0.02 -0.02 0.00 0.12
H -3.194 6.342 3.441 0.00 0.00 0.03 0.12
H -6.517 5.011 6.001 0.00 0.00 0.00 0.09
H -5.435 3.600 6.043 0.00 0.00 0.01 0.10
H -6.616 3.787 4.717 0.00 0.00 0.00 0.10
H -4.824 2.442 4.138 0.00 0.01 0.01 0.11
H -3.089 1.461 2.712 0.02 0.00 0.01 0.12
H 4.713 0.368 4.401 -0.01 0.00 -0.01 0.12
H 5.280 -0.283 6.720 0.00 -0.01 0.01 0.12
H 3.574 -2.694 9.983 0.00 0.01 0.00 0.10
H 2.864 -3.465 8.546 0.01 0.00 0.01 0.10
H 2.080 -2.038 9.279 0.00 -0.01 0.00 0.10
H 1.537 -2.341 7.044 0.01 -0.02 0.00 0.11
H 0.987 -1.701 4.741 0.00 0.00 0.00 0.13
H 3.835 -2.712 3.136 -0.03 0.00 0.02 0.13
H 3.529 -4.180 0.905 -0.03 -0.01 0.00 0.13
H 2.012 1.943 4.781 -0.02 -0.05 0.01 0.12
H 0.049 3.560 3.925 -0.05 -0.03 0.01 0.12
H -3.144 -1.445 -2.493 0.00 0.01 0.01 0.13
H -5.052 -1.888 -3.965 -0.01 0.00 -0.01 0.11
H -7.217 -1.468 -6.801 0.00 0.00 0.00 0.10
H -6.986 -1.233 -5.054 -0.01 0.00 0.00 0.10
H -6.105 -2.529 -5.909 0.00 0.00 0.00 0.10
H -3.598 1.041 -6.731 -0.02 0.00 0.00 0.12
H -1.687 1.501 -5.227 0.01 0.00 0.03 0.11
Br -1.050 -1.227 1.078 0.13 0.04 -0.17 0.22
C 4.227 2.702 -0.394 -0.01 -0.04 -0.10 -0.01
C 3.288 1.791 0.036 0.12 -0.11 0.15 -0.09
N 2.339 1.323 -0.784 -0.82 -0.03 0.36 -0.03
C 2.280 1.753 -2.041 0.03 -0.09 -0.17 -0.05
C 3.193 2.664 -2.562 0.01 -0.07 0.05 -0.18
C 4.183 3.134 -1.711 0.00 0.05 -0.02 0.02
C 3.183 3.032 -3.992 0.02 -0.08 -0.03 -0.03
C 2.166 3.440 -4.749 -0.03 0.04 0.01 -0.02
C 0.804 3.807 -4.326 0.02 -0.05 0.02 -0.27
C -0.180 4.040 -5.278 0.02 -0.02 -0.02 -0.01
C -1.420 4.452 -4.819 -0.05 0.02 0.03 -0.12
N -1.674 4.640 -3.528 0.05 0.00 -0.06 0.10
C -0.661 4.394 -2.702 0.01 0.04 0.06 -0.20
N 0.554 3.976 -3.022 0.01 0.08 -0.02 0.16
H 4.987 3.055 0.288 -0.01 0.00 0.02 0.12
H 3.293 1.404 1.045 0.00 0.04 -0.03 0.10
H 1.503 1.333 -2.665 -0.02 0.07 0.03 0.11
H 4.912 3.847 -2.076 0.02 -0.02 -0.01 0.13
H 4.145 2.924 -4.484 0.00 -0.03 0.00 0.12
H 2.362 3.585 -5.806 0.02 0.01 0.00 0.11
H 0.020 3.918 -6.334 -0.01 0.00 0.00 0.12
H -2.234 4.647 -5.509 0.00 0.00 0.00 0.12
H -0.848 4.559 -1.647 0.00 -0.01 0.00 0.11
```
Positions in Å, forces in eV/Å.

Calculated values
Net charge: +1
Molar mass: 1191.04 g mol⁻¹
HOMO-LUMO gap: 5.81 eV
Total energy: -153818.7559 eV

(3)
Below is a 2-piece molecular cluster, C4H11NSi2 overall at a distorted geometry, with properties calculated with ωB97M-V with the def2-TZVPD basis set.

Structure (XYZ):
```
18
Properties=species:S:1:pos:R:3:forces:R:3:lowdin_charge:R:1
C 1.743 2.294 0.110 2.94 0.40 -0.09 -0.05
C -1.266 -1.450 -2.000 1.15 -4.50 0.36 -0.07
C 0.564 1.753 0.295 -1.70 -0.14 0.10 -0.48
C -0.309 -2.053 -1.225 -1.07 1.28 -1.22 -0.30
N 0.090 0.493 0.103 -1.19 -1.79 2.34 -0.20
Si -1.623 0.095 2.107 2.65 -1.21 -2.50 0.84
Si 0.868 -1.030 -0.185 -2.52 -0.01 0.85 0.46
H 1.881 3.384 0.201 -0.12 -0.73 -0.04 0.04
H 2.678 1.679 -0.065 -1.30 0.77 0.01 0.06
H -1.966 -1.965 -2.705 0.74 0.15 0.80 0.06
H -1.317 -0.441 -2.023 -0.28 3.19 0.19 -0.01
H -0.290 2.346 0.569 0.01 1.16 0.05 0.07
H -0.100 -3.119 -1.222 -0.51 -0.16 -0.23 0.03
H -2.557 0.198 1.064 -1.30 -0.15 -0.73 -0.14
H -1.277 -1.357 2.496 -0.29 1.35 0.14 -0.08
H -1.765 1.259 2.950 0.41 0.16 0.67 -0.12
H 0.874 -1.848 1.083 0.67 0.22 -0.22 -0.05
H 2.042 -0.864 -0.934 1.69 0.01 -0.50 -0.06
```
Positions in Å, forces in eV/Å.

Calculated values
Relative energy (zero: lowest compared OMol25 entry of this formula, charge and spin): 3.6303 eV
Molar mass: 129.31 g mol⁻¹
HOMO-LUMO gap (spin up / spin down): 6.58 / 6.58 eV
Total energy: -21566.9855 eV